# 1
# C3H6N2O

One molecule with the formula C3H6N2O in a non-equilibrium geometry (ωB97M-V with the def2-TZVPD basis set, OMol25).

**Energy relative to the best compared isomer or geometry (same formula, charge and spin)**: 280.3 kJ/mol
**Frontier orbital gap**: 10.553 eV
**SMILES string**: C[C@H]1N=NCO1
**HOMO**: -9.8 eV
**E**: -8233.7940 eV

Each line ends with the Mulliken charge.
Cartesian coordinates (Å):
1 C 0.86713 -0.56802 1.43565  -1.289
2 C 0.40133 -0.46923 -0.00990  0.572
3 N -0.80336 -1.10429 -0.47329  -0.201
4 N -1.51866 -0.38811 -1.14805  -0.257
5 C -0.93955 0.94512 -1.16186  -0.141
6 O 0.20122 0.93261 -0.34343  -0.368
7 H 1.88978 -0.54400 1.29235  0.326
8 H 0.44610 -1.34202 1.94428  0.406
9 H 0.60219 0.40703 1.92398  0.299
10 H 1.22230 -0.95513 -0.66227  0.203
11 H -0.68892 1.47265 -2.11362  0.253
12 H -1.67955 1.61337 -0.68383  0.198


# 2
# C3H6N2O

One molecule with the formula C3H6N2O (ωB97M-V with the def2-TZVPD basis set, OMol25).

**Energy relative to the best compared isomer or geometry (same formula, charge and spin)**: 127.9 kJ/mol
**Frontier orbital gap**: 9.934 eV
**SMILES string**: [H]/N=C(/C=O)NC
**HOMO**: -9.5 eV
**E**: -8235.3733 eV

Each line ends with the Mulliken charge.
Cartesian coordinates (Å):
1 H 1.70120 0.19322 0.97043  0.250
2 N 1.32669 -0.73516 0.79247  -0.674
3 C 0.19377 -0.70368 0.18961  0.427
4 C -0.37044 -2.06797 -0.10517  0.050
5 O -1.26287 -2.27448 -0.89552  -0.487
6 N -0.51914 0.35675 -0.28333  -0.159
7 C -0.02289 1.70161 -0.18824  -1.000
8 H 0.13793 -2.86054 0.47002  0.356
9 H -1.50753 0.20848 -0.40641  0.269
10 H 0.10945 2.03661 0.84592  0.330
11 H -0.72002 2.38312 -0.67764  0.312
12 H 0.93385 1.76204 -0.71214  0.327


# 3
# C3H6N2O

A 2-piece molecular cluster, C3H6N2O overall in a non-equilibrium geometry (ωB97M-V with the def2-TZVPD basis set, OMol25).

**Energy relative to the best compared isomer or geometry (same formula, charge and spin)**: 248.5 kJ/mol
**Frontier orbital gap**: 8.092 eV
**SMILES string**: N#CC=O.CN
**HOMO**: -9.2 eV
**E**: -8234.1233 eV

Each line ends with the Mulliken charge.
Cartesian coordinates (Å):
1 N -1.79825 -0.91752 -1.38334  -0.318
2 C -1.62717 -0.13991 -0.54281  0.289
3 C -1.77421 0.73534 0.63499  0.071
4 O -1.23830 1.79662 0.80710  -0.411
5 H -2.49703 0.28928 1.33040  0.322
6 C 1.55784 -0.61655 0.21401  -0.702
7 N 1.10799 0.39060 -0.72043  -0.666
8 H 0.76061 -1.17388 0.74232  0.250
9 H 2.21764 -0.16012 0.95726  0.307
10 H 2.13437 -1.33816 -0.36918  0.278
11 H 0.65847 1.18270 -0.27286  0.292
12 H 0.49803 -0.04840 -1.39745  0.288


# 4
# C3H6N2O

A 3-piece molecular cluster, C3H6N2O overall in a non-equilibrium geometry (ωB97M-V with the def2-TZVPD basis set, OMol25).

**Energy relative to the best compared isomer or geometry (same formula, charge and spin)**: 419.7 kJ/mol
**Frontier orbital gap**: 10.037 eV
**SMILES string**: [H]/N=C\C#N.[H][H].C=O
**HOMO**: -10.6 eV
**E**: -8232.3486 eV

Each line ends with the Mulliken charge.
Cartesian coordinates (Å):
1 H 1.14957 1.48379 0.88718  0.286
2 N 0.76872 0.66122 1.36284  -0.515
3 C 0.94011 -0.39744 0.68446  -0.215
4 C 1.72087 -0.43570 -0.53911  0.347
5 N 2.41208 -0.42286 -1.46679  -0.364
6 H 0.53634 -1.33957 1.05219  0.442
7 H -0.96349 1.42513 1.24137  0.230
8 H -1.48336 1.43863 0.70920  -0.186
9 C -1.26256 -0.60800 -0.98729  -0.155
10 O -2.09006 0.18095 -0.60775  -0.422
11 H -0.51951 -0.35201 -1.76479  0.292
12 H -1.20873 -1.63413 -0.57151  0.260


# 5
# C3H6N2O

One molecule with the formula C3H6N2O (ωB97M-V with the def2-TZVPD basis set, OMol25).

**Energy relative to the best compared isomer or geometry (same formula, charge and spin)**: 181.8 kJ/mol
**Frontier orbital gap**: 10.071 eV
**HOMO**: -9.1 eV
**E**: -8234.8147 eV

Each line ends with the Mulliken charge.
Cartesian coordinates (Å):
1 C -1.86330 0.95648 0.68975  -0.720
2 C 0.23341 -0.09734 0.28781  -0.563
3 N -0.82571 0.50924 -0.22166  -0.021
4 N 1.12467 -0.55990 -0.63322  -0.032
5 C 2.25589 -1.21027 -0.15525  0.156
6 O 3.12187 -1.67008 -0.85695  -0.527
7 H -2.13150 2.00259 0.51556  0.281
8 H -1.43951 0.84785 1.68847  0.322
9 H -2.75513 0.32656 0.60856  0.261
10 H -1.00662 0.62590 -1.21999  0.236
11 H 1.04903 -0.48958 -1.64957  0.269
12 H 2.23691 -1.24146 0.94651  0.338


# 6
# C3H6N2O

One molecule with the formula C3H6N2O in a non-equilibrium geometry (ωB97M-V with the def2-TZVPD basis set, OMol25).

**Energy relative to the best compared isomer or geometry (same formula, charge and spin)**: 118.2 kJ/mol
**Frontier orbital gap**: 10.259 eV
**SMILES string**: O=C1NCCN1
**HOMO**: -9.5 eV
**E**: -8235.4733 eV

Each line ends with the Mulliken charge.
Cartesian coordinates (Å):
1 O 1.31268 1.40477 -1.69898  -0.577
2 C 0.62983 0.75714 -0.99316  0.305
3 N -0.16497 1.24446 0.01572  -0.374
4 C -0.64966 0.22338 0.97145  -0.247
5 C -0.34920 -1.08926 0.10286  -0.473
6 N 0.49755 -0.60144 -0.98613  -0.193
7 H 0.47999 2.15199 0.50814  0.321
8 H -0.08322 0.22299 1.92893  0.209
9 H -1.76739 0.15377 1.30424  0.230
10 H -1.26527 -1.40716 -0.34798  0.230
11 H 0.10181 -1.93631 0.63212  0.319
12 H 1.25784 -1.12433 -1.43722  0.251


# 7
# C3H6N2O

One molecule with the formula C3H6N2O (ωB97M-V with the def2-TZVPD basis set, OMol25).

**Energy relative to the best compared isomer or geometry (same formula, charge and spin)**: 471.7 kJ/mol
**Frontier orbital gap (alpha / beta)**: 7.618 / 7.616 eV
**HOMO (alpha / beta)**: -7.1 / -7.1 eV
**E**: -8231.8103 eV

Each line ends with the Mulliken charge.
Cartesian coordinates (Å):
1 N 0.16029 -1.45663 -0.94130  -0.401
2 C -0.25594 -0.63802 0.03912  0.616
3 O -1.27395 -0.94056 0.73070  -0.305
4 C 0.48520 0.58796 0.32692  0.005
5 C 0.97906 1.39414 -0.61195  -0.784
6 N -1.82049 0.33448 1.28757  -0.632
7 H -0.31898 -2.32221 -1.13581  0.255
8 H 1.06983 -1.29967 -1.34494  0.233
9 H 0.61622 0.76035 1.39077  0.317
10 H 0.71538 1.26631 -1.65845  0.274
11 H 1.55798 2.27398 -0.35167  0.259
12 H -1.91460 0.03987 2.26904  0.163


# 8
# C3H6N2O

One molecule with the formula C3H6N2O in a non-equilibrium geometry (ωB97M-V with the def2-TZVPD basis set, OMol25).

**Energy relative to the best compared isomer or geometry (same formula, charge and spin)**: 206.7 kJ/mol
**Frontier orbital gap**: 9.705 eV
**SMILES string**: [H]/N=C(/N)CC=O
**HOMO**: -9.1 eV
**E**: -8234.5562 eV

Each line ends with the Mulliken charge.
Cartesian coordinates (Å):
1 H 1.65724 -1.46437 -0.82618  0.217
2 N 1.85066 -0.50686 -0.63574  -0.787
3 C 0.87567 0.08338 -0.03764  0.587
4 N 0.98037 1.43956 0.14636  -0.482
5 C -0.40135 -0.62387 0.63981  -0.628
6 C -1.70870 -0.32614 -0.28965  0.157
7 O -1.94035 0.85240 -0.47075  -0.435
8 H 0.06300 1.95542 0.26431  0.268
9 H 1.78801 1.75914 -0.34754  0.280
10 H -0.18641 -1.70047 0.71983  0.322
11 H -0.61954 -0.24267 1.75767  0.249
12 H -2.35860 -1.22551 -0.92048  0.251


# 9
# C3H6N2O2

One molecule with the formula C3H6N2O2 in a non-equilibrium geometry (ωB97M-V with the def2-TZVPD basis set, OMol25).

**Energy relative to the best compared isomer or geometry (same formula, charge and spin)**: 208.6 kJ/mol
**Frontier orbital gap**: 10.634 eV
**SMILES string**: [H]/N=C\OCC(N)=O
**HOMO**: -9.9 eV
**E**: -10282.6351 eV

Each line ends with the Mulliken charge.
Cartesian coordinates (Å):
1 H -1.06801 -1.37334 -1.22272  0.251
2 N -1.80897 -0.81000 -0.80240  -0.551
3 C -1.86048 0.12254 0.05240  0.091
4 O -1.05525 1.06567 0.63644  -0.298
5 C 0.30615 1.11123 0.30006  -0.256
6 C 0.94385 -0.22666 0.62207  0.355
7 N 1.80395 -0.63748 -0.36765  -0.468
8 O 0.72492 -0.80961 1.66337  -0.570
9 H -2.82242 0.29204 0.52371  0.359
10 H 0.41196 1.38338 -0.75725  0.323
11 H 0.78279 1.88157 0.92150  0.223
12 H 2.13308 -1.58504 -0.24772  0.271
13 H 1.50843 -0.41430 -1.32181  0.270


# 10
# C3H6N2O2

One molecule with the formula C3H6N2O2 (ωB97M-V with the def2-TZVPD basis set, OMol25).

**Energy relative to the best compared isomer or geometry (same formula, charge and spin)**: 131.5 kJ/mol
**Frontier orbital gap**: 10.283 eV
**SMILES string**: NC(=O)NCC=O
**HOMO**: -9.7 eV
**E**: -10283.4350 eV

Each line ends with the Mulliken charge.
Cartesian coordinates (Å):
1 N -1.71444 0.31839 0.44929  -0.496
2 C -1.22560 -0.90579 -0.02960  0.491
3 O -1.93865 -1.85419 -0.25936  -0.608
4 N 0.13435 -0.93904 -0.20061  -0.116
5 C 0.92850 0.21312 -0.53169  -0.657
6 C 1.66607 0.81517 0.66062  0.066
7 O 2.06486 0.13800 1.56397  -0.442
8 H -2.70558 0.23677 0.63086  0.281
9 H -1.55829 1.07856 -0.20756  0.200
10 H 0.46726 -1.87860 -0.33508  0.207
11 H 0.32176 0.94484 -1.06539  0.386
12 H 1.67002 -0.06813 -1.27610  0.371
13 H 1.88975 1.90091 0.60066  0.315


# 11
# C3H6N2O2

One molecule with the formula C3H6N2O2 (ωB97M-V with the def2-TZVPD basis set, OMol25).

**Energy relative to the best compared isomer or geometry (same formula, charge and spin)**: 312.8 kJ/mol
**Frontier orbital gap**: 10.053 eV
**SMILES string**: ONC1=NCCO1
**HOMO**: -9.2 eV
**E**: -10281.5560 eV

Each line ends with the Mulliken charge.
Cartesian coordinates (Å):
1 O 2.88117 0.30147 0.00105  -0.405
2 N 1.95463 -0.72850 -0.22323  -0.147
3 C 0.65241 -0.29047 -0.13445  0.514
4 N 0.28487 0.92966 -0.10434  -0.596
5 C -1.16796 0.91599 -0.10879  -0.324
6 C -1.54031 -0.57184 0.04304  -0.261
7 O -0.27913 -1.25937 -0.12582  -0.405
8 H 2.33610 1.08337 0.23515  0.385
9 H 2.16053 -1.48004 0.43081  0.260
10 H -1.55656 1.53850 0.71650  0.260
11 H -1.56604 1.33686 -1.03950  0.244
12 H -2.22314 -0.94429 -0.71908  0.238
13 H -1.93657 -0.83134 1.02868  0.235


# 12
# C3H6N2O2

One molecule with the formula C3H6N2O2 in a non-equilibrium geometry (ωB97M-V with the def2-TZVPD basis set, OMol25).

**Energy relative to the best compared isomer or geometry (same formula, charge and spin)**: 593.3 kJ/mol
**Frontier orbital gap (alpha / beta)**: 9.337 / 6.450 eV
**HOMO (alpha / beta)**: -9.6 / -8.5 eV
**E**: -10278.6482 eV

Each line ends with the Mulliken charge.
Cartesian coordinates (Å):
1 C 0.36907 0.08870 0.23439  0.538
2 C 0.17638 -2.34973 -0.53961  -0.753
3 C -0.28751 2.44829 0.71949  -0.710
4 N -0.27422 -0.94263 -0.64401  0.471
5 N -0.47736 1.13787 0.21560  -0.308
6 O 1.41915 -0.22646 0.75618  -0.587
7 O -0.99212 -0.38310 -1.50100  -0.456
8 H -0.09863 -2.82834 -1.49723  0.300
9 H 1.21386 -2.23883 -0.50045  0.353
10 H -0.29596 -2.92745 0.26971  0.247
11 H -1.23035 2.86905 0.66656  0.288
12 H 0.00680 2.47267 1.72210  0.307
13 H 0.47092 2.87995 0.09826  0.308


> Which value of E does entry 4 give?

-8232.3486 eV


> Which formula does entry 1 have?

C3H6N2O